# 1
DFT (the ωB97M-V functional and the def2-TZVPD basis) results for one molecule with the formula C22H23N3O3.

Each line ends with the natural charge from an NBO analysis.
CARTESIAN COORDINATES (ANGSTROEM)
C  2.5516  2.2620  7.2033  -0.37
C  3.0414  1.7465  6.0930  -0.19
C  3.2397  0.2755  5.8722  -0.26
N  2.4476  -0.1889  4.7488  -0.46
C  1.1288  -0.6001  4.8693  0.68
O  0.5111  -0.6590  5.9010  -0.54
C  0.7011  -0.9474  3.4905  -0.13
C  -0.5009  -1.4299  3.0168  -0.16
C  -0.6126  -1.6706  1.6520  -0.19
C  0.4563  -1.4428  0.7894  -0.12
C  0.3642  -1.7166  -0.6810  0.66
O  1.3125  -2.1162  -1.3254  -0.61
N  -0.8596  -1.4959  -1.2210  -0.61
C  -1.0727  -1.5664  -2.6442  -0.24
C  -0.7363  -0.2280  -3.3637  -0.07
C  -1.6512  0.8728  -2.8649  -0.04
C  -1.3975  1.4474  -1.6219  -0.23
C  -2.2329  2.4206  -1.1039  -0.21
C  -3.3306  2.8503  -1.8295  -0.22
C  -3.5704  2.3128  -3.0818  -0.22
C  -2.7383  1.3327  -3.5954  -0.16
N  -0.7282  -0.3276  -4.8159  -0.45
C  -1.6624  -1.2656  -5.4060  -0.42
C  0.5993  -0.5175  -5.3630  -0.40
C  1.6804  -0.9778  1.2810  -0.14
C  1.7809  -0.7250  2.6304  -0.07
C  2.9189  -0.2234  3.4438  0.68
O  4.0287  0.0930  3.1027  -0.54
H  2.4207  3.3231  7.3284  0.20
H  2.2644  1.6412  8.0356  0.20
H  3.3193  2.3734  5.2561  0.20
H  2.9334  -0.2906  6.7549  0.23
H  4.2874  0.0685  5.6321  0.24
H  -1.3243  -1.6149  3.6889  0.24
H  -1.5387  -2.0690  1.2638  0.22
H  -1.5504  -0.9946  -0.6851  0.41
H  -0.4070  -2.3432  -3.0275  0.23
H  -2.1125  -1.8476  -2.8197  0.20
H  0.2814  0.0326  -3.0507  0.22
H  -0.5231  1.1479  -1.0595  0.21
H  -2.0191  2.8511  -0.1362  0.21
H  -3.9834  3.6110  -1.4281  0.21
H  -4.4100  2.6604  -3.6659  0.21
H  -2.9199  0.9447  -4.5835  0.21
H  -2.6407  -1.1775  -4.9412  0.20
H  -1.7629  -1.0224  -6.4649  0.20
H  -1.3318  -2.3120  -5.3287  0.17
H  1.2472  0.2919  -5.0313  0.20
H  0.5360  -0.4813  -6.4499  0.20
H  1.0531  -1.4766  -5.0732  0.17
H  2.5117  -0.8307  0.6089  0.25

Cartesian forces (eV/Å) of the 3 atoms listed first:
0.0 0.1 0.1
0.1 -0.2 -0.1
0.1 0.1 0.1

Values from the calculation:
F_max (eV Å⁻¹): 0.70
HOMO (eV): -8.54
SMILES string: C=CCN1C(=O)c2ccc(C(=O)NC[C@H](c3ccccc3)N(C)C)cc2C1=O
Energy above the lowest of the compared OMol25 structures with the same formula, charge and spin (kcal/mol): 54.5
E_LUMO (hartree): -0.02378
Gap between HOMO and LUMO (Eh): 0.28994
Spin multiplicity: 1

# 2
DFT (the ωB97M-V functional and the def2-TZVPD basis) results for C32H33BrN4OOsSi as an isolated structure at a distorted geometry.

Each line ends with the Mulliken charge.
CARTESIAN COORDINATES (ANGSTROEM)
Os  0.9057  1.3043  0.6682  0.41
Br  -4.2960  -3.2113  -6.3570  -0.13
C  -3.4226  -3.9011  -4.8369  0.11
C  -4.1322  -4.6648  -3.9153  -0.44
C  -3.4937  -5.1654  -2.8007  -0.15
C  -2.1511  -4.8457  -2.5620  -0.01
C  -1.4413  -4.0792  -3.5032  -0.12
C  -2.0710  -3.6294  -4.6424  -0.69
N  -1.5426  -5.3959  -1.4535  -0.71
N  -0.5049  -5.0401  -0.8975  -0.17
C  0.0767  -3.8466  -0.6441  0.00
C  1.4631  -3.8138  -0.4440  -0.71
C  2.1487  -2.6276  -0.2785  -0.62
C  1.4828  -1.3983  -0.2331  1.50
O  2.1032  -0.2485  -0.1568  -0.95
C  0.0558  -1.4255  -0.2925  0.09
N  -0.5763  -0.2358  -0.1340  -0.53
C  -1.8968  -0.1767  -0.1643  -0.25
C  -2.6828  -1.3207  -0.2923  -1.24
C  -2.0677  -2.5467  -0.4245  -0.69
C  -0.6668  -2.6250  -0.4847  0.61
H  -5.1810  -4.8641  -4.0830  0.44
H  -4.0240  -5.7849  -2.0899  0.51
H  -0.3866  -3.8901  -3.3462  0.47
H  -1.5262  -3.0674  -5.3880  0.43
H  2.0043  -4.7490  -0.4930  0.54
H  3.2279  -2.6121  -0.2075  0.51
H  -2.3428  0.8041  -0.0550  0.60
H  -3.7577  -1.2278  -0.2592  0.48
H  -2.6620  -3.4492  -0.4408  0.77
C  -0.7697  2.2071  3.6006  -1.29
Si  0.7018  1.1376  3.0288  0.61
C  2.4567  1.7258  3.5176  -1.33
C  0.4189  -0.5567  3.8218  0.51
C  0.4633  -1.7826  3.1613  0.18
C  0.2673  -2.9713  3.8476  -0.57
C  0.0490  -2.9527  5.2167  -0.66
C  0.0059  -1.7410  5.8911  -0.69
C  0.1756  -0.5540  5.1983  -0.63
H  -0.5481  2.5917  4.5984  0.41
H  -1.6666  1.5933  3.6703  0.39
H  -0.9897  3.0602  2.9623  0.52
H  2.4249  2.0693  4.5534  0.38
H  2.8527  2.5431  2.9112  0.49
H  3.1596  0.8961  3.4584  0.38
H  0.6606  -1.8144  2.0973  0.42
H  0.2898  -3.9096  3.3089  0.46
H  -0.0876  -3.8796  5.7562  0.41
H  -0.1628  -1.7180  6.9588  0.41
H  0.1185  0.3864  5.7348  0.32
C  1.8626  4.1373  -3.6407  -0.87
N  1.6045  2.8594  -2.9256  0.01
C  2.7919  2.4704  -2.1220  -0.74
C  0.3216  2.9187  -2.1112  -1.52
C  0.4031  3.8348  -0.9077  1.51
C  0.1286  5.1842  -1.0892  -0.63
C  0.2269  6.0752  -0.0296  -0.73
C  0.6458  5.6170  1.2087  -1.10
C  0.8942  4.2684  1.4025  -0.19
C  0.7329  3.3293  0.3752  0.29
H  2.7034  4.0159  -4.3194  0.33
H  2.0995  4.9122  -2.9171  0.45
H  0.9876  4.4326  -4.2156  0.35
H  1.4619  2.1365  -3.6330  0.35
H  2.9269  3.1837  -1.3127  0.41
H  3.6789  2.4857  -2.7518  0.39
H  2.6732  1.4685  -1.7068  0.24
H  0.0928  1.9011  -1.7844  0.15
H  -0.4642  3.2521  -2.7884  0.62
H  -0.1921  5.5493  -2.0572  0.53
H  -0.0137  7.1191  -0.1723  0.44
H  0.7512  6.3073  2.0340  0.46
H  1.2205  3.9452  2.3823  0.41

Cartesian forces (eV/Å) of the 3 atoms listed first:
-0.8 -3.1 -1.1
0.0 -0.1 0.1
0.0 0.0 0.2

Values from the calculation:
F_max (eV Å⁻¹): 3.67
HOMO (spin up / spin down) (eV): -11.82 / -11.94
Total charge: +2
Energy above the lowest of the compared OMol25 structures with the same formula, charge and spin (kcal/mol): 38.8
E_LUMO (spin up / spin down) (hartree): -0.29429 / -0.28563
Gap between HOMO and LUMO (spin up / spin down) (Eh): 0.14017 / 0.15332
Spin multiplicity: 1

# 3
DFT (the ωB97M-V functional and the def2-TZVPD basis) results for C4H4AuO2 as an isolated structure at a distorted geometry.

Each line ends with the Löwdin spin population.
CARTESIAN COORDINATES (ANGSTROEM)
O  0.2739  -2.1787  2.2032  0.32
C  0.5338  -1.0097  1.7783  0.09
C  -0.1201  -0.3979  0.9057  0.48
C  -0.3467  0.7519  0.0718  0.10
C  0.6206  1.2086  -0.9304  0.06
H  -1.0757  1.4813  0.4293  0.02
H  0.6249  2.2557  -1.2311  0.01
H  1.5529  0.6555  -1.0506  0.01
H  -0.6030  -2.3257  1.4691  -0.01
Au  -0.9063  -0.9360  -2.2709  0.63
O  -0.5542  0.4951  -1.3744  0.29

Cartesian forces (eV/Å) of the 3 atoms listed first:
-1.8 -0.4 -1.4
-1.7 -3.5 0.6
0.5 4.6 -2.5

Values from the calculation:
F_max (eV Å⁻¹): 9.63
HOMO (spin up / spin down) (eV): -25.95 / -25.87
Total charge: +3
⟨S²⟩: 2.033
Energy above the lowest of the compared OMol25 structures with the same formula, charge and spin (kcal/mol): 76.5
E_LUMO (spin up / spin down) (hartree): -0.61812 / -0.72280
Gap between HOMO and LUMO (spin up / spin down) (Eh): 0.33547 / 0.22804
Spin multiplicity: 3

# 4
DFT (the ωB97M-V functional and the def2-TZVPD basis) results for C29H46BaBrN3P2S as an isolated structure at a distorted geometry.

Each line ends with the Mulliken charge.
CARTESIAN COORDINATES (ANGSTROEM)
N  -5.1894  4.9988  -2.4492  -0.53
C  -4.6304  5.4037  -1.3094  -0.38
C  -3.3280  5.0553  -0.9370  -0.37
C  -2.5677  4.2281  -1.7933  0.16
C  -3.2078  3.7500  -2.9657  -0.26
C  -4.5106  4.1825  -3.2512  -0.40
C  -1.1447  3.9545  -1.5294  -0.19
Ba  0.6619  3.1444  0.3422  1.66
P  4.4308  0.8532  0.3288  -0.23
C  -0.4864  2.8086  -2.0070  -1.87
C  -0.9727  1.4482  -1.8666  1.30
C  -0.3359  0.4229  -2.6058  -1.23
C  -0.5461  -0.8993  -2.2931  -0.77
C  -1.2527  -1.2622  -1.1218  0.31
C  -2.0739  -0.2685  -0.5587  -1.04
C  -1.9559  1.0656  -0.9251  -0.12
Br  0.9906  -1.8464  0.4030  -0.46
H  -0.5657  4.8758  -1.2241  0.92
H  0.4298  2.9293  -2.6150  0.34
H  -2.9140  5.4220  0.0063  0.33
H  -2.6930  3.1067  -3.6743  0.40
H  -5.2355  6.0457  -0.6696  0.38
H  -5.0019  3.8523  -4.1718  0.38
H  0.3384  0.7099  -3.4249  0.56
H  -2.5944  1.8365  -0.4786  0.44
H  -0.0950  -1.6777  -2.9117  0.15
H  -2.8024  -0.5365  0.2195  0.63
P  -1.4002  -3.0183  -0.6448  1.42
C  3.5741  2.4460  0.2713  1.18
C  4.5578  3.6028  0.1183  -1.60
H  3.0207  2.5291  1.2292  -0.32
H  2.9364  2.3711  -0.6356  -0.22
H  4.0607  4.5467  0.3801  0.33
H  5.4401  3.4909  0.7657  0.40
H  4.9076  3.6768  -0.9205  0.39
C  3.7300  -0.0644  -1.1224  0.31
C  4.5343  -1.3159  -1.4951  -1.38
H  3.7141  0.6527  -1.9627  0.42
H  2.6940  -0.3448  -0.8377  -0.40
H  4.2115  -1.6701  -2.4841  0.38
H  5.6136  -1.1173  -1.5512  0.40
H  4.3546  -2.1314  -0.7819  0.30
C  3.6588  -0.0328  1.7494  2.07
C  4.6394  -0.8920  2.5536  -1.51
H  2.8357  -0.6494  1.3146  -1.21
H  3.1938  0.7240  2.4022  -0.47
H  4.0884  -1.5998  3.1861  0.35
H  5.3195  -1.4641  1.9105  0.39
H  5.2506  -0.2709  3.2180  0.38
C  -1.6459  -3.2909  1.1427  0.35
C  -1.2480  -4.6700  1.6542  -1.60
H  -2.7053  -3.1270  1.3857  0.61
H  -1.0570  -2.5219  1.6522  -0.64
H  -2.0349  -5.4013  1.4260  0.37
H  -0.2948  -5.0171  1.2350  0.30
H  -1.1382  -4.6282  2.7474  0.41
C  -0.0237  -3.9695  -1.3937  -0.39
C  -0.2047  -4.4616  -2.8255  -1.45
H  0.2109  -4.7947  -0.7072  0.37
H  0.8711  -3.3218  -1.4040  0.28
H  -0.8244  -5.3679  -2.8940  0.37
H  -0.6352  -3.6838  -3.4655  0.33
H  0.7936  -4.7005  -3.2245  0.42
C  -2.9034  -3.7237  -1.4068  -0.57
C  -4.2584  -3.4505  -0.7428  -1.18
H  -2.7274  -4.8074  -1.4787  0.50
H  -2.9116  -3.3352  -2.4312  0.40
H  -4.6137  -2.4398  -0.9861  0.30
H  -4.9975  -4.1653  -1.1319  0.41
H  -4.2410  -3.5598  0.3458  0.30
C  -1.5680  -0.2597  3.7142  -0.83
N  -0.3329  0.5217  3.6855  0.29
C  0.8303  0.2552  4.3942  -0.10
C  1.6341  1.3392  4.3085  -1.00
N  0.9891  2.2306  3.4684  0.19
C  -0.2609  1.7523  3.1300  -0.19
S  -1.4824  2.7151  2.4167  -0.26
H  -2.3900  0.4280  3.5064  0.32
H  -1.5556  -1.0371  2.9443  0.23
H  -1.7135  -0.7202  4.6968  0.41
H  0.9921  -0.6733  4.9092  0.52
H  2.5677  1.5838  4.7709  0.47
H  1.1972  3.2303  3.3783  0.35

Cartesian forces (eV/Å) of the 3 atoms listed first:
-0.2 -0.1 0.1
0.5 -0.2 0.0
0.0 -0.2 -0.3

Values from the calculation:
F_max (eV Å⁻¹): 2.71
HOMO (eV): -12.51
Total charge: +2
Energy above the lowest of the compared OMol25 structures with the same formula, charge and spin (kcal/mol): 19.9
E_LUMO (hartree): -0.26470
Gap between HOMO and LUMO (Eh): 0.19513
Spin multiplicity: 1